{"formula": "C31H29N7TeY", "method": "ωB97M-V with the def2-TZVPD basis set", "homo_energy_ev": -10.652, "e_above_lowest_ev": 0.6140, "charge": 1, "homo_lumo_gap_ev": 7.62, "lumo_ev": -3.029, "e_tot_ev": -51382.47311, "elements": ["Te", "H", "C", "N", "C", "C", "C", "H", "C", "N", "H", "C", "H", "H", "C", "C", "H", "C", "H", "H", "C", "C", "H", "C", "H", "H", "C", "C", "N", "N", "H", "N", "H", "H", "C", "C", "H", "C", "C", "C", "C", "H", "H", "N", "H", "H", "C", "C", "N", "H", "C", "H", "H", "H", "C", "C", "C", "H", "C", "C", "H", "H", "C", "H", "C", "C", "H", "Y", "H"], "xyz": [[1.4477, -1.2561, 1.1681], [0.3080, 1.8570, 3.6806], [4.1863, -1.8062, -2.5608], [-2.2979, 3.5162, 2.7419], [-1.8576, -4.6811, 3.4433], [4.7062, -3.0546, -2.2635], [-1.4568, -4.2070, 2.2059], [-4.1752, 4.2192, 0.9592], [-2.6026, -0.5087, -2.7002], [-0.6673, 2.2821, 1.8181], [0.6533, 4.4664, -1.9655], [2.4966, -3.8676, -1.8210], [-2.8378, -0.8258, -3.7040], [-1.4714, 2.8383, -2.7947], [-3.4794, -0.3753, -1.6227], [0.6592, -1.2222, 3.1648], [1.8303, -4.6747, -1.5421], [-2.7061, 0.0329, -0.5364], [-1.6049, 3.2775, 4.6470], [4.2661, -5.0659, -1.6544], [-0.0678, -0.2382, -2.8491], [1.2416, 4.1074, 0.1465], [0.1611, -3.3720, 0.1255], [3.8609, -4.0907, -1.8880], [-0.2705, -2.4411, 5.4200], [-4.5396, -0.5674, -1.6159], [2.1971, 2.9288, -1.5544], [2.1952, 3.2394, 0.7101], [-1.4086, 0.1634, -0.8718], [-4.0612, 4.1306, -1.1027], [2.2267, -0.0892, -3.9367], [-1.5805, 2.9352, -0.7337], [-0.0158, -0.6380, -3.8646], [-3.7088, 3.9117, -3.1224], [-1.3374, -0.1685, -2.2157], [-0.6105, -2.9333, 4.5166], [4.8524, -1.0005, -2.8476], [-0.2099, -2.4499, 3.2750], [-0.4917, 2.3163, 3.1235], [2.2932, -0.1905, -2.8466], [-1.7943, 3.0393, 1.6294], [1.4796, -1.2327, 3.8796], [2.4701, 2.6007, -2.5451], [-1.4590, 3.0494, 3.6763], [0.6322, 4.8169, 0.6869], [-2.4935, -5.5538, 3.5054], [1.2491, 3.9211, -1.2492], [2.8148, -1.5710, -2.4903], [1.0115, 0.1144, -2.2248], [-3.0409, 0.2317, 0.4729], [2.7868, 2.4965, -0.3379], [-0.9803, -2.0189, 0.2580], [3.6104, 1.8027, -0.2385], [0.9045, -2.4629, -2.0741], [1.9755, -2.6134, -2.1191], [-2.3380, 3.3107, 0.2996], [-3.5758, 3.9149, 0.1106], [2.4569, 3.1700, 1.7562], [-3.3135, 3.7458, -2.1285], [-0.6313, -3.0907, 2.1139], [-1.7335, -4.4198, 5.5701], [0.0658, -0.3208, 3.3158], [-2.0725, 3.1499, -1.9493], [3.0257, 0.5388, -2.5023], [-1.4321, -4.0444, 4.6016], [-0.1939, -2.5726, 0.7699], [-1.7808, -4.7088, 1.3022], [0.4600, 1.4299, -0.2997], [5.7737, -3.2205, -2.3214]], "forces_ev_per_a": [[0.060, -0.090, 0.108], [-0.011, 0.008, 0.001], [-0.032, 0.040, 0.054], [-0.096, 0.086, -0.102], [-0.008, -0.008, -0.012], [0.013, -0.006, 0.000], [-0.018, -0.005, -0.006], [0.003, -0.003, 0.009], [0.051, 0.044, 0.002], [-0.172, -0.257, -0.106], [-0.023, -0.010, 0.005], [-0.036, -0.009, 0.018], [-0.004, -0.004, -0.013], [-0.005, -0.004, -0.004], [-0.046, 0.015, 0.007], [-0.022, 0.053, 0.032], [0.000, 0.005, 0.001], [0.015, 0.028, 0.010], [-0.003, -0.006, 0.005], [0.000, -0.003, 0.002], [0.072, -0.030, 0.040], [-0.028, -0.222, 0.038], [0.043, -0.016, -0.029], [0.023, -0.011, -0.004], [0.002, -0.003, 0.005], [-0.007, 0.000, 0.000], [0.231, -0.046, 0.018], [0.075, -0.229, -0.062], [-0.154, -0.332, -0.073], [-0.063, 0.034, -0.009], [-0.042, -0.037, 0.008], [-0.134, -0.079, 0.052], [0.005, 0.036, -0.011], [0.011, -0.003, -0.004], [-0.056, -0.138, 0.057], [-0.015, 0.011, 0.006], [0.007, 0.005, -0.001], [0.013, -0.023, -0.048], [0.027, 0.062, 0.030], [0.025, -0.002, -0.027], [0.120, -0.023, 0.201], [0.011, 0.000, -0.022], [-0.008, 0.042, -0.001], [0.075, -0.069, 0.049], [-0.030, -0.028, 0.000], [-0.002, -0.003, 0.002], [0.004, -0.222, 0.036], [0.015, 0.044, 0.035], [-0.007, -0.146, -0.044], [-0.002, -0.005, 0.009], [0.373, 0.108, -0.068], [0.047, -0.004, -0.008], [-0.001, -0.002, -0.008], [-0.037, 0.009, 0.016], [-0.018, -0.024, -0.044], [-0.035, 0.021, -0.137], [0.065, -0.028, 0.029], [0.007, 0.012, 0.002], [0.047, -0.034, -0.019], [0.026, 0.001, 0.048], [0.000, -0.003, 0.005], [0.043, -0.032, -0.018], [0.012, 0.021, 0.000], [0.010, 0.011, -0.055], [0.003, 0.007, 0.019], [-0.034, 0.043, -0.076], [-0.001, -0.004, 0.000], [-0.390, 1.454, 0.056], [0.004, 0.003, -0.002]]}